The molecule C7H11NO2 at a distorted geometry. Source: OMol25; level of theory: wB97M-V/def2-TZVPD.

The geometry in XYZ format:
```
21
Properties=species:S:1:pos:R:3:forces:R:3:nbo_charge:R:1
C 0.743 -0.084 1.421 0.732 -3.398 -1.556 0.26
C 1.991 0.216 0.539 -0.559 0.199 1.664 -0.45
C 1.574 0.281 -0.872 -2.316 1.376 -2.665 -0.40
C 0.107 -0.374 -1.031 0.259 3.658 3.187 -0.03
C -1.097 0.701 -1.299 2.385 -0.480 -1.249 -0.39
C -2.247 0.008 -0.641 -0.396 1.259 -0.603 -0.54
C -1.593 -0.352 0.607 1.627 -2.001 1.957 0.69
H 0.239 -1.567 2.625 2.066 0.928 -0.487 0.49
H 0.273 0.734 1.932 -0.300 0.297 0.251 0.18
H 2.541 -0.714 0.585 0.749 0.141 0.778 0.23
H 2.561 1.147 0.794 -0.333 -1.203 0.240 0.23
H 2.361 -0.233 -1.451 -0.641 0.686 -0.400 0.23
H 1.382 1.387 -1.163 0.863 -1.815 -0.073 0.20
H -0.030 -1.238 -1.575 0.187 -1.670 -1.768 0.20
H -0.788 1.667 -0.817 -0.450 -0.802 -0.506 0.20
H -1.305 0.803 -2.367 0.329 0.493 0.041 0.21
H -2.472 -0.834 -1.288 -0.541 -0.265 0.286 0.24
H -3.087 0.689 -0.438 0.022 -0.641 -0.198 0.24
N -0.214 -0.752 0.383 -1.006 2.254 0.978 -0.48
O 1.133 -1.163 2.344 -2.622 0.795 -0.096 -0.73
O -2.071 -0.322 1.714 -0.055 0.188 0.220 -0.58
```
Positions in Å, forces in eV/Å.

## Properties
HOMO energy: -9.603 eV
Structure (SMILES): O=C1CC[C@H]2CC[C@H](O)N12
Electronic energy: -478.5332 Eh
ΔE to the lowest compared entry with this formula, charge and spin: 167.1 kJ/mol
F_max: 0.0945 Eh/bohr